# 1
{"formula": "C45H40I2N3OP2Ti", "method": "ωB97M-V with the def2-TZVPD basis set", "elements": ["Ti", "I", "C", "C", "C", "I", "C", "O", "C", "C", "N", "C", "C", "C", "C", "C", "C", "N", "C", "H", "H", "H", "H", "H", "H", "H", "H", "H", "H", "H", "C", "C", "P", "C", "C", "C", "C", "C", "C", "C", "C", "C", "C", "C", "C", "P", "C", "C", "C", "C", "C", "C", "C", "C", "C", "C", "C", "C", "H", "H", "H", "H", "H", "H", "H", "H", "H", "H", "H", "H", "H", "H", "H", "H", "H", "H", "H", "H", "H", "H", "H", "H", "N", "C", "C", "C", "C", "C", "C", "H", "H", "H", "H", "H"], "positions_angstrom": [[-0.00810, 1.56662, 0.67070], [-6.84317, 3.76455, 2.90103], [-5.20660, 3.01538, 1.83648], [-4.82764, 3.55428, 0.62534], [-3.70783, 3.06292, -0.05904], [-3.56006, 3.56562, -2.08075], [-2.87382, 2.10180, 0.56573], [-1.72080, 1.77741, -0.09348], [-3.20799, 1.52817, 1.80200], [-2.31952, 0.50722, 2.47756], [-1.01731, 1.08802, 2.63352], [-0.93171, 2.27756, 3.58563], [-0.31587, 3.41260, 2.84691], [-0.93688, 4.71419, 2.80992], [-0.73053, 5.51078, 1.68280], [0.28888, 5.15618, 0.78455], [1.03169, 4.01099, 1.03933], [0.62022, 3.05835, 1.93016], [-4.46209, 1.90635, 2.35646], [-5.36600, 4.39348, 0.15751], [-2.79387, 0.22294, 3.40969], [-2.34261, -0.42898, 1.85690], [-0.40321, 0.37263, 3.04156], [-1.91466, 2.47790, 3.97859], [-0.38124, 1.90387, 4.47691], [-1.76882, 4.96937, 3.49477], [-1.26302, 6.40990, 1.55866], [0.54362, 5.78423, -0.10328], [1.97907, 3.75318, 0.58534], [-4.89639, 1.22406, 3.15120], [1.11550, -2.22770, 0.10599], [0.86027, -1.91345, -1.37847], [-0.93721, -1.94098, -1.89495], [-0.56533, -2.37460, -3.65221], [0.33547, -3.36168, -4.13647], [0.11880, -3.85931, -5.42021], [-0.97423, -3.43828, -6.19305], [-1.60866, -2.25959, -5.79766], [-1.44550, -1.78079, -4.50869], [-1.73752, -3.40626, -1.28295], [-1.09548, -4.68471, -1.30042], [-1.59261, -5.75636, -0.62570], [-2.87830, -5.68326, -0.00539], [-3.65147, -4.49838, -0.19389], [-3.04924, -3.35479, -0.78161], [1.35613, -0.82750, 1.29192], [1.72683, -1.71439, 2.90762], [2.96486, -1.56274, 3.57112], [2.98940, -1.68971, 4.96732], [1.89686, -2.20503, 5.66151], [0.72193, -2.53391, 4.96146], [0.69005, -2.26901, 3.59287], [2.98778, -0.28102, 0.85698], [3.67172, -0.91958, -0.16390], [5.00132, -0.56383, -0.46182], [5.61311, 0.44696, 0.26410], [4.91290, 1.21322, 1.19857], [3.64467, 0.81376, 1.52941], [1.93520, -2.95324, 0.24105], [0.23368, -2.75921, 0.56834], [1.38643, -2.59438, -2.02694], [1.22370, -0.85722, -1.58800], [1.21265, -3.71787, -3.62279], [0.85779, -4.56165, -5.80504], [-1.27033, -3.82949, -7.16379], [-2.22629, -1.72942, -6.50572], [-2.11682, -0.96443, -4.20798], [-0.06395, -4.81086, -1.68462], [-0.97231, -6.65767, -0.68911], [-3.33432, -6.50007, 0.55283], [-4.65742, -4.36662, 0.10325], [-3.59747, -2.42320, -0.86321], [3.73491, -1.14379, 3.03591], [3.86761, -1.30738, 5.46239], [1.94686, -2.19433, 6.80393], [-0.11498, -3.07704, 5.39731], [-0.21115, -2.44543, 3.02246], [3.16426, -1.72690, -0.77814], [5.58055, -1.20163, -1.15072], [6.64885, 0.76111, 0.04920], [5.44967, 2.00036, 1.76225], [3.18067, 1.32513, 2.38209], [0.81530, 1.96922, -0.83605], [1.22168, 2.48108, -1.98700], [2.13629, 1.83873, -2.86274], [2.37786, 2.22539, -4.16380], [1.48587, 3.09112, -4.74552], [0.54592, 3.74140, -3.93219], [0.55927, 3.58315, -2.54395], [2.79463, 1.08125, -2.45629], [3.22916, 1.78873, -4.70344], [1.32237, 3.11898, -5.84623], [-0.02567, 4.55823, -4.29516], [-0.05625, 4.22932, -1.95672]], "atomic_forces_ev_per_a": [[0.7, -0.8, -3.3], [0.1, -0.2, -0.2], [0.8, -1.7, 0.7], [0.3, 0.7, -0.7], [-0.5, -0.6, 0.9], [0.4, 0.0, 0.3], [1.0, 0.5, -1.1], [-0.5, -0.1, 1.1], [-2.1, 0.7, -0.1], [-2.1, -0.3, -1.2], [1.7, 0.0, 1.3], [0.1, -1.9, 0.7], [-1.4, 1.9, -1.0], [-0.2, -1.6, -0.2], [1.7, -1.4, 0.4], [0.4, 0.6, -0.3], [0.0, -0.2, 0.0], [-0.2, 1.6, 1.1], [-0.2, -0.2, 0.2], [0.1, -0.6, 0.4], [0.1, 0.0, 0.5], [0.7, 0.7, 0.3], [-0.2, 0.3, -0.2], [-0.4, 0.5, -0.2], [0.1, 0.6, -0.6], [0.8, -0.3, -0.3], [-0.7, 0.9, -0.2], [-0.2, -0.6, 1.0], [-0.3, 0.3, -0.5], [0.6, 1.4, -0.6], [-1.1, -1.1, 0.9], [-0.3, 1.1, 0.9], [0.8, 1.8, -0.9], [0.3, -0.6, 1.2], [-1.1, 0.7, -0.9], [0.1, -0.4, 0.2], [0.4, 1.4, -0.1], [0.1, -0.8, -0.4], [-1.1, 0.6, -1.0], [0.1, -2.3, 0.3], [0.9, 1.6, 0.3], [-1.3, -0.9, 0.5], [-0.4, 1.3, -0.9], [2.6, -0.1, -0.5], [0.7, -0.7, 0.0], [0.4, -1.1, -0.3], [1.2, 1.0, -0.5], [-2.9, 0.0, 1.2], [0.0, -0.2, -1.0], [-0.4, 0.6, 1.5], [0.9, -0.6, -0.2], [-1.5, -0.3, 0.5], [1.6, 1.5, 0.1], [0.1, -0.7, -1.0], [0.1, -0.6, 0.4], [0.8, 0.8, -0.9], [0.7, -0.5, 0.3], [-1.2, -0.5, 0.1], [-0.2, 0.4, 0.1], [0.6, 0.3, -0.6], [0.5, -0.2, 0.1], [-0.5, -1.2, -0.1], [-0.1, -0.1, 0.4], [-0.4, -0.1, 0.0], [0.6, -0.2, 0.2], [-0.4, -0.1, 0.1], [0.5, -0.3, 0.2], [-0.8, 0.4, -0.1], [-0.6, 0.1, 0.5], [0.3, 0.0, -0.3], [-0.8, -0.4, 0.6], [-0.1, 0.0, 0.1], [1.9, 0.8, -0.8], [0.1, -0.3, 0.3], [-0.2, -0.4, -1.8], [0.2, 0.4, 0.2], [-0.4, -0.1, 0.2], [1.0, 1.2, 1.0], [-0.4, 0.7, 0.2], [-0.5, -0.5, 0.1], [-0.6, -0.5, -0.5], [-0.2, -0.2, -0.4], [-0.6, -1.3, 4.4], [0.3, 0.2, -3.1], [1.0, 0.0, 1.3], [0.2, -0.6, 0.0], [-1.7, 0.2, -1.3], [1.7, 0.3, 1.0], [-0.3, -0.3, -1.1], [-0.1, -0.2, 0.2], [-0.7, 0.0, 0.1], [0.7, 0.4, 0.9], [-0.7, 0.3, -0.6], [-0.5, 0.0, 0.4]], "mulliken_charge": [0.28, 0.12, -0.67, -0.02, -0.46, 0.06, 0.76, -0.47, 0.51, -0.67, 0.28, -0.84, 0.86, -0.92, -0.45, -0.66, -0.18, -0.12, -0.87, 0.37, 0.56, 0.22, -0.09, 0.53, 0.39, 0.38, 0.53, 0.45, 0.64, 0.35, -1.85, -0.67, 0.21, 0.74, -0.40, -0.58, -0.73, -0.33, -0.60, 0.51, -0.22, -0.49, -0.59, -0.61, -0.37, 2.00, 0.26, -0.68, -0.67, -0.50, -0.68, -0.33, 0.36, -0.43, -0.73, -0.69, -0.88, -0.15, 0.62, 0.57, 0.71, -0.01, 0.32, 0.36, 0.37, 0.40, 0.33, 0.15, 0.38, 0.41, 0.45, 0.43, 0.71, 0.42, 0.30, 0.43, 0.42, -0.03, 0.41, 0.35, 0.43, 0.52, 0.38, 0.03, 0.00, -0.75, -0.50, -0.99, -0.21, 0.25, 0.40, 0.31, 0.45, 0.42], "de_lowest_ev": 0.249, "charge": 1, "fmax_ev_per_a": 4.7, "lumo_ev": -3.34, "homo_energy_ev": -9.78, "e_tot_ev": -111719.27251}

***

# 2
{"formula": "C45H40MgN13O4S3", "method": "ωB97M-V with the def2-TZVPD basis set", "elements": ["Mg", "C", "N", "C", "N", "C", "N", "C", "C", "C", "C", "C", "C", "C", "N", "N", "C", "O", "C", "C", "C", "C", "C", "C", "N", "C", "N", "C", "N", "C", "H", "H", "H", "H", "H", "H", "H", "H", "H", "H", "H", "H", "H", "H", "H", "H", "O", "C", "C", "C", "C", "C", "C", "C", "O", "N", "N", "C", "S", "C", "C", "S", "H", "H", "H", "H", "H", "H", "H", "H", "H", "C", "C", "O", "N", "C", "C", "C", "C", "C", "C", "N", "H", "H", "H", "H", "H", "H", "H", "H", "H", "H", "S", "C", "N", "C", "C", "C", "C", "C", "C", "H", "H", "H", "H", "H"], "positions_angstrom": [[-0.41292, -0.50390, -0.68774], [2.46533, -1.81178, 3.99759], [2.05008, -1.21483, 2.74356], [0.82739, -0.87560, 2.32354], [0.89829, -0.28358, 1.14569], [2.23665, -0.28310, 0.88726], [2.95882, -0.84310, 1.82918], [2.51226, -0.82436, 5.15170], [3.40423, -1.04118, 6.19581], [3.45038, -0.16988, 7.27411], [2.60837, 0.92688, 7.33099], [1.71445, 1.14955, 6.28864], [1.67321, 0.27608, 5.20423], [0.80433, 2.28299, 6.31796], [0.65461, 3.17182, 7.24420], [-0.33114, 4.02248, 6.83011], [-0.73046, 3.60644, 5.67088], [-0.05100, 2.49968, 5.28303], [-1.76991, 4.18973, 4.83683], [-2.33447, 5.40125, 5.23032], [-3.32641, 5.97266, 4.45680], [-3.75771, 5.34234, 3.29951], [-3.20157, 4.13270, 2.90050], [-3.74550, 3.47493, 1.64573], [-2.76067, 2.75714, 0.85913], [-2.32190, 1.49776, 0.96949], [-1.41829, 1.25628, 0.03860], [-1.34363, 2.43567, -0.63913], [-2.14383, 3.36051, -0.16883], [-2.20273, 3.55733, 3.67251], [3.45905, -2.21677, 3.82302], [1.79012, -2.63515, 4.23846], [-0.06783, -1.07027, 2.89128], [2.67805, 0.15409, 0.00749], [4.06677, -1.89816, 6.16527], [4.15614, -0.34756, 8.07426], [2.63064, 1.61553, 8.16438], [0.97548, 0.48935, 4.40843], [-1.97528, 5.87091, 6.13534], [-3.76255, 6.91822, 4.74895], [-4.53965, 5.79362, 2.70035], [-4.14812, 4.24444, 0.99223], [-4.54932, 2.78179, 1.90035], [-2.67859, 0.80371, 1.71455], [-0.69969, 2.59086, -1.48585], [-1.74683, 2.61906, 3.38240], [2.46142, 2.67298, -1.39240], [3.11784, 2.08363, -2.41493], [4.24587, 2.73080, -2.91845], [4.94906, 2.18396, -3.97080], [4.55112, 0.97253, -4.53420], [3.44871, 0.31786, -4.03153], [2.71078, 0.85908, -2.97315], [1.51137, 0.16227, -2.47291], [0.80355, 0.68002, -1.51837], [1.21943, -0.98944, -3.02034], [0.09042, -1.57539, -2.47812], [-0.21177, -2.64987, -3.10966], [0.80120, -3.15911, -4.45701], [-0.20687, -4.62877, -4.85536], [-0.82797, -5.13543, -3.57382], [-1.54909, -3.70032, -2.71397], [1.69385, 2.10615, -1.18443], [4.53943, 3.66591, -2.45960], [5.81622, 2.70027, -4.36194], [5.10123, 0.55026, -5.36441], [3.12976, -0.62773, -4.44734], [0.46100, -5.36794, -5.29501], [-0.96890, -4.34600, -5.58170], [-0.08144, -5.57299, -2.91254], [-1.62953, -5.85196, -3.74890], [-4.47489, -1.89719, -1.48854], [-3.21947, -1.85155, -0.66447], [-2.27725, -1.10118, -0.93001], [-3.18984, -2.65799, 0.41348], [-2.04349, -2.65098, 1.30865], [-0.84250, -3.39191, 0.76056], [-0.68285, -4.75635, 0.95809], [0.44280, -5.37884, 0.44436], [1.38000, -4.61542, -0.23418], [1.14524, -3.25877, -0.37939], [0.05260, -2.65864, 0.09557], [-4.63970, -0.92079, -1.93894], [-5.34027, -2.17769, -0.89213], [-4.34848, -2.62628, -2.29149], [-3.90647, -3.35317, 0.53213], [-2.34509, -3.07070, 2.26644], [-1.75559, -1.60717, 1.43654], [-1.42266, -5.32183, 1.51078], [0.59156, -6.44149, 0.58556], [2.27631, -5.05682, -0.64700], [1.86102, -2.62740, -0.89468], [-1.97562, -1.23023, -5.90547], [-2.36862, -0.50969, -4.36807], [-1.66270, 0.49217, -4.00326], [-0.72247, 0.80833, -4.96882], [0.17884, 1.87004, -4.91747], [1.04454, 2.06125, -5.97398], [1.03448, 1.20660, -7.07915], [0.15555, 0.14211, -7.14912], [-0.72402, -0.04168, -6.08991], [-3.17502, -0.92321, -3.78115], [0.17971, 2.53699, -4.06427], [1.74553, 2.88545, -5.94826], [1.71260, 1.38976, -7.90230], [0.14493, -0.52309, -8.00227]], "atomic_forces_ev_per_a": [[-0.3, -0.3, 0.6], [0.1, 0.1, 0.3], [-0.3, 0.0, -0.1], [0.2, 0.1, 0.1], [0.2, -0.1, 0.2], [0.1, 0.1, 0.2], [0.2, 0.1, -0.1], [0.1, 0.0, -0.1], [0.0, -0.1, -0.1], [0.0, 0.0, 0.1], [-0.1, 0.1, 0.0], [0.0, -0.3, -0.2], [0.0, 0.0, 0.1], [-0.3, 0.6, 0.3], [0.4, -0.5, 0.0], [-0.4, 0.2, -0.4], [0.4, 0.0, 0.6], [0.0, -0.2, -0.3], [-0.1, 0.0, -0.2], [0.1, -0.1, 0.0], [0.0, 0.0, 0.0], [0.0, 0.0, 0.0], [0.0, 0.0, -0.1], [0.0, 0.1, 0.3], [0.0, -0.3, 0.1], [-0.1, 0.2, 0.0], [-0.2, 0.3, 0.1], [-0.1, 0.1, 0.1], [0.1, 0.2, -0.1], [0.0, 0.0, 0.1], [0.0, -0.1, 0.0], [0.0, 0.0, -0.1], [0.0, -0.1, 0.0], [0.0, 0.0, 0.0], [0.0, 0.0, 0.0], [0.0, 0.0, 0.0], [0.0, 0.0, 0.0], [0.0, 0.0, -0.1], [0.0, 0.0, 0.0], [0.0, 0.0, 0.0], [0.0, 0.0, 0.0], [-0.1, -0.1, -0.1], [0.0, 0.0, 0.0], [0.0, 0.0, 0.0], [0.0, 0.0, 0.0], [0.0, 0.0, 0.0], [0.1, 0.2, 0.0], [0.0, -0.2, -0.1], [0.0, 0.1, 0.1], [0.0, 0.0, 0.0], [0.0, -0.1, -0.1], [0.1, 0.0, 0.0], [0.0, 0.2, 0.1], [0.0, -0.5, -0.3], [0.8, 0.7, -0.5], [0.4, 0.1, -0.3], [-0.2, -0.4, -0.3], [0.5, 0.4, -0.2], [-0.1, -0.3, 0.1], [0.1, 0.3, 0.0], [-0.1, 0.1, 0.2], [0.0, -0.1, 0.0], [-0.1, -0.1, 0.0], [0.0, 0.0, 0.0], [0.0, 0.0, 0.0], [0.0, 0.0, 0.0], [0.0, 0.0, 0.0], [0.0, 0.0, 0.0], [0.0, 0.0, 0.0], [0.0, -0.1, 0.0], [0.0, 0.0, 0.0], [0.1, 0.1, -0.1], [-0.3, -0.1, 0.1], [-0.9, -0.5, 0.0], [0.2, 0.1, 0.0], [0.1, -0.1, -0.3], [0.1, -0.1, 0.1], [0.0, 0.0, 0.0], [0.0, 0.0, 0.0], [0.0, 0.0, 0.0], [0.1, -0.1, 0.1], [-0.2, -0.3, 0.0], [0.0, 0.0, 0.0], [0.0, 0.0, 0.0], [0.0, 0.0, 0.0], [-0.1, 0.1, 0.0], [0.0, 0.0, 0.0], [0.0, 0.0, 0.2], [0.0, 0.0, 0.0], [0.0, 0.0, 0.0], [0.0, 0.0, 0.0], [0.0, 0.0, -0.1], [0.0, 0.2, 0.1], [0.0, -0.2, -0.3], [-0.1, 0.4, 0.4], [0.1, -0.2, -0.4], [0.0, 0.1, 0.0], [0.0, 0.1, 0.1], [0.0, -0.1, -0.1], [0.1, 0.0, 0.0], [-0.1, 0.0, 0.2], [0.0, 0.0, 0.0], [0.0, 0.0, 0.0], [0.0, 0.0, 0.0], [0.0, 0.0, 0.0], [0.0, 0.0, 0.0]], "mulliken_charge": [2.78, -1.30, 1.18, -1.02, 0.32, -0.98, -1.06, 1.10, -0.91, -0.66, -1.04, -0.37, -0.08, 0.70, -0.52, -0.46, 0.67, -0.21, -0.09, -1.07, -0.73, -0.86, 1.17, -1.30, 1.09, -0.79, -0.28, -0.68, -1.05, 0.04, 0.50, 0.32, 0.71, 0.70, 0.45, 0.40, 0.54, 0.97, 0.54, 0.40, 0.42, 0.46, 0.31, 0.75, 0.53, 0.56, -0.82, 0.43, -0.85, -0.44, -0.96, -0.70, 0.60, 0.08, 0.33, -0.62, 1.29, -0.47, 0.00, -0.67, -0.64, -0.02, 0.10, 0.51, 0.42, 0.46, 0.51, 0.48, 0.23, 0.19, 0.49, -1.76, 0.35, -0.68, 0.12, -0.93, 0.64, -1.00, -0.61, -1.15, -0.33, 0.78, 0.35, 0.54, 0.30, 0.27, 0.74, -0.76, 0.56, 0.48, 0.57, 0.34, -0.21, -0.07, -0.29, -0.36, -0.06, -0.60, -0.53, -0.73, 0.97, 0.32, 0.26, 0.44, 0.42, 0.44], "de_lowest_ev": 0.675, "charge": 1, "fmax_ev_per_a": 1.2, "lumo_ev": -2.34, "homo_energy_ev": -9.74, "e_tot_ev": -112826.89164}